# 1
This record from the Open Molecules 2025 dataset describes a structure of composition C34H50Cl2MoN3OP3 in a non-equilibrium geometry. The level of theory is ωB97M-V/def2-TZVPD.

The geometry in XYZ format:
```
94
Properties=species:S:1:pos:R:3:forces:R:3
Mo -1.8721 0.8274 0.1389 -1.1 1.3 0.6
Cl -3.0258 0.6372 -2.1622 -0.2 0.2 0.2
Cl -3.9367 2.1504 0.9442 0.6 -0.7 0.0
P 2.3911 -1.3604 -2.0568 -2.0 2.1 0.6
P 1.0570 1.4671 3.7870 -0.3 -0.3 -0.7
P -1.4201 3.0510 -0.9817 -0.1 0.4 0.2
O 1.4263 -0.9922 1.8711 -0.1 -0.5 0.0
N -2.6045 -0.9730 0.6478 -0.3 -1.5 0.7
N -4.0682 -0.7912 2.4260 0.4 0.0 -0.3
N -4.8663 -1.4972 0.3226 0.3 0.1 0.3
C 2.6727 2.1869 3.4581 0.2 0.2 0.3
C -3.8749 -1.0940 1.1428 -0.3 -0.1 0.0
C -2.9381 -0.5246 3.3112 0.2 0.1 0.2
C -4.5264 -2.1834 -0.9216 0.4 0.1 -0.3
C -2.8729 3.9266 -1.6246 0.1 0.0 0.0
C 4.0966 2.1350 -0.8852 -0.1 -0.1 0.0
C 1.4834 -4.7378 0.0551 -0.1 0.3 0.0
C 2.1500 -2.9096 -1.3340 0.6 -0.8 -0.2
C -5.3715 -0.6768 3.0439 -0.5 0.2 0.6
C 0.3212 1.0789 2.1833 -0.7 0.7 0.9
C 3.2219 1.2736 -1.5385 0.2 -0.6 0.0
C -0.9207 1.5179 1.8658 0.3 0.1 0.3
C 0.1190 0.0320 0.0629 -1.8 1.5 0.4
C 2.5285 -5.4874 -0.4950 0.3 0.0 -0.2
C 5.0150 1.6312 0.0434 0.0 -0.1 0.1
C 3.2563 -0.5998 -4.3480 -0.5 -0.2 -0.3
C 3.3648 -0.6947 -5.7228 -0.1 0.2 -0.1
C 2.3040 -1.2243 -6.4685 0.1 0.1 0.1
C 0.0094 2.6122 4.7006 -0.1 0.3 0.2
C 1.1170 -1.6516 -5.8574 -0.1 0.1 0.1
C -0.6673 4.2524 0.1640 0.1 0.2 -0.1
C -0.6534 0.0095 -0.9918 4.3 -2.8 -1.4
C 0.9763 -1.5779 -4.4753 0.7 0.0 0.2
C 3.3751 -4.9663 -1.4810 0.0 -0.2 0.0
C 3.2702 -0.1056 -1.2137 0.6 -0.1 0.3
C 1.2471 -0.0626 4.7110 0.2 -0.1 0.3
C 4.1684 -0.6071 -0.2419 -0.2 0.4 -0.4
C -0.2522 3.0152 -2.3829 -0.1 0.1 0.0
C 2.0793 -1.0919 -3.7309 0.3 0.0 -0.7
C 5.0567 0.2684 0.3570 -0.1 0.0 0.2
C -6.2062 -0.9293 0.3659 -0.9 0.0 0.1
C 1.0620 0.2049 1.1813 0.1 0.2 1.0
C 1.2663 -3.4238 -0.3580 0.5 0.1 -0.6
C 3.1871 -3.6714 -1.9234 -0.6 -0.4 0.7
H -6.1907 0.1596 0.5191 0.1 -0.4 -0.1
H 0.8305 -5.1700 0.8129 0.2 0.0 -0.2
H -0.5781 2.2541 -3.1027 0.0 0.2 0.1
H -0.0981 3.5597 4.1498 0.0 -0.4 0.1
H -2.5242 4.7957 -2.1935 -0.2 -0.1 0.1
H 1.7206 -1.7195 1.2989 -0.1 0.6 -0.1
H -4.0672 -1.4988 -1.6564 -0.2 -0.3 0.3
H 0.4513 2.8323 5.6882 -0.1 -0.2 -0.4
H 1.8074 0.0960 5.6458 -0.2 0.0 -0.3
H 3.2493 1.4983 2.8249 -0.1 0.1 0.2
H -6.8054 -1.4245 1.1368 -0.1 0.3 -0.4
H -2.0319 -1.0264 2.9573 -0.3 0.2 0.0
H 2.4110 -1.2933 -7.5470 -0.1 0.0 0.2
H 1.7736 -0.7637 4.0513 -0.1 0.2 0.3
H -0.4288 -0.5194 -1.8749 -0.6 -0.1 -1.6
H -5.4565 -2.5826 -1.3288 0.3 -0.1 0.1
H 2.5376 1.6361 -2.3100 0.2 -0.2 0.3
H 3.8073 -3.2004 -2.6967 -0.1 -0.5 0.3
H 0.0675 -1.8959 -3.9572 0.3 0.0 -0.3
H 5.7164 2.3040 0.5331 -0.1 -0.1 -0.2
H -3.4975 4.2346 -0.7800 0.1 -0.1 -0.3
H 2.6960 -6.5076 -0.1654 -0.1 0.1 0.0
H 3.2202 2.3694 4.3968 -0.1 -0.1 -0.4
H 4.1825 -5.5378 -1.9252 -0.2 -0.2 0.2
H 4.0542 -0.2019 -3.7152 -0.1 -0.2 -0.5
H 2.5389 3.1377 2.9222 0.0 -0.3 0.2
H 0.2557 -0.4759 4.9405 0.2 0.1 -0.1
H 0.7582 2.7761 -2.0253 -0.3 0.1 -0.1
H -1.3224 4.3735 1.0354 0.1 0.0 -0.2
H -1.5291 2.1921 2.4887 0.6 -0.2 0.1
H -5.1983 -0.5872 4.1206 -0.2 0.0 -0.3
H -2.7462 0.5537 3.4074 -0.1 -0.2 -0.1
H -5.8970 0.2294 2.7097 0.1 -0.4 0.1
H -0.5500 5.2138 -0.3536 0.0 -0.1 0.3
H -3.8436 -3.0189 -0.7169 -0.2 0.1 -0.1
H -5.9699 -1.5753 2.8646 0.2 0.3 0.1
H -3.4316 3.2350 -2.2647 0.1 0.3 0.2
H -0.2592 4.0107 -2.8507 0.1 -0.3 0.0
H -3.1980 -0.9157 4.3009 0.1 0.1 -0.2
H 5.7822 -0.1355 1.0608 -0.1 0.3 -0.1
H -2.2918 -1.7939 0.1224 -0.4 0.6 -0.1
H 4.0780 3.2003 -1.1234 0.0 -0.3 0.1
H -0.9901 2.1761 4.8566 0.4 0.1 -0.1
H -6.6751 -1.1367 -0.6027 0.1 0.2 0.3
H 4.2854 -0.3534 -6.1910 -0.3 -0.1 -0.1
H 0.4288 -2.8208 0.0086 0.4 -0.2 -0.1
H 0.3005 -2.0552 -6.4589 0.3 0.2 0.1
H 4.1717 -1.6802 -0.0331 0.2 0.4 0.1
H 1.9991 0.7212 0.9294 -0.2 0.0 -0.6
H 0.3112 3.8872 0.5028 -0.2 0.1 -0.1
```
Forces are in eV/Å.

- E_tot (eV) = -97338.4658
- multiplicity = 3
- HOMO level (alpha / beta) (eV) = -11.8459 / -12.9194
- frontier orbital gap (alpha / beta) (eV) = 6.7122 / 6.0786
- total charge = +2
- ⟨S²⟩ = 2.03



# 2
This record from the Open Molecules 2025 dataset describes a cluster of 3 separate species, C34H50Cl3N3O4S in total. The level of theory is ωB97M-V/def2-TZVPD.

The geometry in XYZ format:
```
95
Properties=species:S:1:pos:R:3:forces:R:3
Cl 2.6957 2.1401 -0.3627 -0.2 0.1 0.2
Cl 7.4149 -0.5064 2.5978 0.0 -0.1 0.0
Cl 5.5763 0.0439 -2.6872 0.2 -0.1 -0.1
S 2.3741 -1.4952 -0.9564 0.1 0.0 0.0
O 8.6391 -4.9834 -2.0588 0.2 0.0 0.0
O -7.1426 5.6424 3.9694 -0.1 -0.2 0.1
O 8.7666 -6.9821 -2.9534 0.0 0.0 0.0
O -5.3111 4.5039 4.3645 0.0 -0.1 0.0
N 6.3094 1.4923 0.6911 0.0 -0.4 -0.2
N -2.7799 -2.5110 1.7131 0.1 -0.3 -0.4
N 3.5840 -3.4619 0.9760 -0.6 0.4 0.0
C 3.9226 2.1581 -3.1745 0.2 0.2 -0.2
C 4.3662 1.1672 -2.1587 -0.2 0.1 -0.1
C -4.7765 0.5562 -1.7219 0.3 0.2 0.2
C -2.1464 -3.5845 0.9094 0.2 0.4 0.3
C -3.3252 0.5685 -2.2276 -0.4 0.1 0.0
C 5.3534 -1.9716 1.6982 -0.2 0.2 -0.2
C 0.0780 -4.3891 1.6889 0.3 0.5 -0.4
C 4.4257 0.0367 0.0180 -0.1 -0.5 0.6
C 3.7680 -1.1945 0.0985 -0.4 0.1 -0.4
C -0.7076 -1.6390 -0.8255 0.5 0.1 0.1
C 3.9179 1.0590 -0.9152 0.4 -0.2 -0.2
C 5.5771 0.2732 0.7755 -0.1 0.0 0.1
C 6.0099 -0.7564 1.6131 0.1 0.1 0.1
C -5.8417 5.5777 4.3182 0.1 0.1 -0.1
C 2.1638 -3.4635 0.9152 -0.2 -0.4 0.2
C 8.1911 -5.9314 -2.9056 -0.2 0.0 0.0
C 1.4641 -4.3653 1.7091 -0.3 0.0 0.0
C 0.0479 -2.5942 0.0567 0.1 -0.4 0.3
C 6.9449 -5.6678 -3.7210 0.1 0.2 -0.2
C -0.6364 -3.5071 0.8786 0.0 -0.2 0.0
C 4.2194 -2.2101 0.9242 0.6 0.2 0.3
C 1.4499 -2.6039 0.0856 0.2 0.3 -0.1
C 8.1325 -3.6464 -2.0492 -0.1 0.2 0.1
C -5.0749 6.8570 4.5664 -0.1 0.0 0.3
C -7.9103 6.8456 4.0381 -0.1 0.2 -0.1
C 6.8906 -3.5151 -1.1939 -0.1 -0.1 0.0
C -1.3719 -0.8318 -3.0943 -0.2 -0.3 0.3
C -4.9119 0.5645 -0.1832 -0.7 -0.4 -0.4
C -2.8714 -0.7805 -2.7611 0.2 0.2 -0.3
C -5.0627 3.0056 0.6445 -0.3 0.3 0.5
C -3.8000 2.8422 1.4833 0.0 -0.4 -0.6
C -5.7945 1.6969 0.3531 0.6 0.0 0.0
C -0.6130 -1.9123 -2.3238 -0.1 0.4 -0.2
C -7.7660 7.6833 2.7843 0.1 0.0 0.0
H -2.5135 -3.5508 -0.1131 -0.2 -0.1 -0.1
H -7.6668 7.4079 4.9407 0.0 0.0 0.0
H 3.7904 3.1354 -2.7240 -0.1 0.1 0.1
H 5.9069 2.2218 1.2624 0.0 0.1 0.0
H -6.5745 1.8965 -0.3766 -0.3 -0.1 0.0
H 6.5645 -2.4744 -1.1507 0.0 0.0 0.0
H -8.0397 7.0960 1.9079 0.0 0.0 0.0
H 6.0847 -6.0505 -3.1738 0.0 0.0 0.0
H -2.6751 0.9038 -1.4193 0.2 0.0 0.0
H -3.9634 2.1038 2.2633 0.0 0.1 0.3
H -4.8568 3.5675 -0.2646 0.2 -0.1 -0.2
H -8.4146 8.5581 2.8352 0.0 0.0 0.0
H 5.7288 -2.7390 2.3580 0.1 -0.1 0.1
H -6.7401 8.0244 2.6440 0.0 0.0 0.0
H 6.3435 1.7912 -0.2739 0.0 0.3 0.0
H 3.8605 -3.9602 1.8084 0.3 -0.2 -0.1
H -5.7495 3.6296 1.2186 -0.1 0.1 0.0
H 7.9707 -3.2888 -3.0675 0.0 0.0 0.0
H -3.1587 -1.5634 -2.0593 0.1 -0.2 0.1
H -0.9739 -2.9064 -2.5832 -0.1 -0.2 0.1
H -5.6821 7.6785 4.9389 0.0 0.0 -0.1
H 7.0949 -3.8574 -0.1790 0.0 0.0 0.0
H -3.4846 3.7814 1.9164 0.1 0.2 0.2
H -0.3033 -0.6387 -0.6475 0.1 0.1 0.0
H -1.7379 -1.5966 -0.5075 -0.3 0.0 0.0
H -0.4652 -5.0832 2.3085 0.0 -0.2 0.1
H -3.9350 0.5559 0.2911 0.2 0.1 0.1
H -0.9021 0.1166 -2.8343 0.0 0.2 0.0
H -5.2796 -0.3267 -2.1087 -0.1 -0.1 -0.2
H 4.6732 2.2556 -3.9494 0.1 0.0 -0.1
H 8.9375 -3.0454 -1.6296 0.1 -0.1 0.0
H -3.3403 -1.9256 1.1101 -0.1 0.2 0.1
H -5.3915 -0.3695 0.1088 0.0 -0.2 0.1
H -3.2225 1.2947 -3.0326 0.1 0.2 -0.1
H -6.2761 1.3565 1.2671 -0.1 0.0 0.2
H -4.3052 6.6500 5.3052 0.1 -0.1 -0.1
H 2.9879 1.8661 -3.6434 -0.2 -0.1 0.0
H 7.0340 -6.2125 -4.6574 0.0 -0.1 0.1
H -4.5952 7.1600 3.6368 0.0 0.0 0.0
H -8.9410 6.5120 4.1440 0.0 -0.1 0.0
H -2.9954 2.4617 0.8553 0.2 0.0 0.0
H -5.3192 1.4075 -2.1279 0.0 0.2 0.0
H -1.2450 -0.9632 -4.1652 0.1 -0.1 -0.1
H 1.9874 -5.0598 2.3508 0.2 0.0 0.1
H 6.7782 -4.6201 -3.9590 -0.1 0.0 0.1
H -3.4314 -0.9675 -3.6751 -0.2 -0.2 0.0
H -2.4254 -4.5410 1.3421 -0.1 -0.2 -0.1
H 0.4222 -1.8523 -2.6422 0.3 -0.2 0.0
H 6.0672 -4.1154 -1.5821 0.0 0.1 0.0
H -2.0668 -1.9338 2.1368 0.0 0.1 0.0
```
Forces are in eV/Å.

- SMILES string = CCCCCCCCCCc1c(CN)ccc2c1Sc1c(cc(Cl)c(N)c1/C(Cl)=C(/C)Cl)N2.CCOC(C)=O.CCOC(C)=O
- E_tot (eV) = -97132.9692
- HOMO level (eV) = -7.7706
- frontier orbital gap (eV) = 8.1629